A) C3H8OSSi | the ωB97M-V functional and the def2-TZVPD basis

Each line ends with the natural charge from an NBO analysis.
Geometry (Å):
C -0.92220 -1.10253 0.46195  0.378
C -2.27367 -1.76664 0.58868  -0.718
C 1.74971 1.40053 0.54194  -0.540
O 0.03116 -1.57637 -0.10343  -0.586
Si 1.61395 1.36060 -1.32836  0.844
S -0.92015 0.46668 1.20794  -0.066
H -2.83109 -1.38451 1.44153  0.230
H -2.14627 -2.84365 0.66816  0.238
H -2.83944 -1.54792 -0.31933  0.242
H 2.21192 0.59143 1.08283  0.212
H 1.49962 2.25708 1.13940  0.205
H 2.64375 0.43941 -1.81004  -0.151
H 0.28865 0.97285 -1.79874  -0.123
H 1.89407 2.73304 -1.77253  -0.165

Computed properties:
HOMO level ... -9.087 eV
Orbital gap ... 7.0 eV
Total charge ... 0

***

B) C3H8OSSi | the ωB97M-V functional and the def2-TZVPD basis

Each line ends with the natural charge from an NBO analysis.
Geometry (Å):
C -0.93107 -0.26559 -1.65784  -0.188
C -0.09921 -1.13963 -1.44357  -0.464
Si 0.98214 -2.67904 -1.06363  0.844
H -1.44149 0.58029 -1.80951  0.215
H 1.89593 -2.07101 -0.11980  -0.141
H 0.01311 -3.65904 -0.18972  -0.142
H 1.42858 -3.35516 -2.23557  -0.143
C 0.04172 2.22544 0.44737  -0.800
S -1.43026 1.31662 1.04938  0.514
O -0.84434 -0.07059 1.73158  -0.882
H 0.82446 1.68229 -0.12053  0.235
H 0.56746 2.71689 1.18576  0.211
H -0.14049 3.05343 -0.24054  0.239
H -1.14715 -0.94343 1.46543  0.503

Computed properties:
HOMO level ... -8.437 eV
Orbital gap ... 9.1 eV
Total charge ... 0

***

The most stable of them is A).

***

A) C2H2O2 | the ωB97M-V functional and the def2-TZVPD basis

Each line ends with the natural charge from an NBO analysis.
Geometry (Å):
O 1.32748 -1.05684 -0.08258  -0.448
C 0.76153 0.01867 0.07763  0.317
C -0.80935 0.04349 -0.10958  0.308
O -1.31853 -1.07810 0.07078  -0.439
H 1.32209 1.04525 0.30491  0.122
H -1.28322 1.02752 -0.26116  0.140

Computed properties:
HOMO level ... -10.186 eV
Orbital gap ... 9.3 eV
Total charge ... 0

***

B) C2H2O2 | the ωB97M-V functional and the def2-TZVPD basis

Each line ends with the natural charge from an NBO analysis.
Geometry (Å):
O 1.42460 0.60649 2.34151  -0.500
C 0.65022 0.81807 1.46227  0.802
C 0.01846 0.23006 0.25361  -0.219
O -0.31228 1.54680 0.77545  -0.461
H -0.57742 -0.57016 0.22832  0.196
H 0.75769 0.42811 -0.65837  0.182

Computed properties:
HOMO level ... -10.290 eV
Orbital gap ... 11.1 eV
Total charge ... 0

***

The most stable of them is A).

***

A) C3H7NO2S | the ωB97M-V functional and the def2-TZVPD basis

Each line ends with the natural charge from an NBO analysis.
Geometry (Å):
C 1.76995 -1.67707 0.05821  -0.331
O 1.58279 -0.11893 -0.06919  -0.571
C 0.27449 0.27486 0.11964  0.331
N -0.00574 1.52835 0.24308  -0.234
O 0.95666 2.45218 -0.03132  -0.522
S -1.17680 -0.86232 0.03443  0.213
C -2.47468 0.34274 -0.02342  -0.795
H 1.06569 -2.40864 -0.66653  0.248
H 2.83277 -1.55787 -0.43005  0.225
H 1.83929 -1.77172 1.34558  0.238
H 1.66001 1.90257 -0.40764  0.454
H -2.72274 0.60625 0.97734  0.218
H -3.51858 -0.13464 -0.65531  0.239
H -2.08311 1.42423 -0.49480  0.287

Computed properties:
HOMO level ... -8.470 eV
Orbital gap ... 9.0 eV
Total charge ... 0

***

B) C3H7NO2S | the ωB97M-V functional and the def2-TZVPD basis

Each line ends with the natural charge from an NBO analysis.
Geometry (Å):
C -1.46886 -0.51152 -0.38097  0.172
C -2.31358 0.58381 -0.77118  -0.713
C 2.54949 -0.64504 0.38217  -0.302
N -0.25682 -0.54775 0.04739  -0.642
O 0.51852 1.16387 1.76148  -0.939
O 2.02247 0.62478 -0.15729  -0.715
S 0.54114 1.02952 0.30932  1.603
H -1.97856 -1.45592 -0.19521  0.179
H -1.75537 1.44481 -1.26069  0.236
H -3.13624 0.29347 -1.39912  0.237
H -2.71882 0.93366 0.14203  0.253
H 1.72144 -1.42682 0.58004  0.229
H 3.12486 -0.43949 1.36533  0.203
H 3.15030 -1.04737 -0.42331  0.198

Computed properties:
HOMO level ... -9.166 eV
Orbital gap ... 10.0 eV
Total charge ... 0

***

C) C3H7NO2S | the ωB97M-V functional and the def2-TZVPD basis

Each line ends with the natural charge from an NBO analysis.
Geometry (Å):
N -1.67996 0.67436 -0.18483  -0.836
C -0.24283 0.30553 -0.19888  -0.166
C 0.51797 -1.00919 -0.36475  -0.503
S 0.12622 -1.73845 -2.04590  -0.072
C 0.27641 1.04557 1.11063  0.794
O -0.27815 1.96253 1.64139  -0.580
O 1.53438 0.65902 1.37592  -0.698
H -1.78072 1.66530 -0.30896  0.385
H -2.22593 0.10641 -0.81616  0.375
H 0.16308 0.99504 -0.96056  0.193
H 0.18160 -1.74475 0.40783  0.224
H 1.62009 -0.96249 -0.25444  0.257
H -0.00590 -2.99427 -1.63556  0.128
H 1.79373 1.03539 2.23427  0.498

Computed properties:
HOMO level ... -9.304 eV
Orbital gap ... 9.9 eV
Total charge ... 0

***

D) C3H7NO2S | the ωB97M-V functional and the def2-TZVPD basis

Each line ends with the natural charge from an NBO analysis.
Geometry (Å):
C -0.67633 -0.98482 1.27414  -0.633
C -0.34743 -0.88746 -0.25428  0.057
C 0.74480 0.26375 -0.36243  0.084
H -1.47685 -1.82686 1.49696  0.220
H 0.29127 -1.40521 1.70716  0.256
H -1.10304 0.02038 1.53546  0.216
H 0.10070 -1.85217 -0.46694  0.167
H -0.94021 -0.40051 -2.00764  0.432
H -0.40732 1.30502 -1.40241  0.369
H 1.56989 2.52911 0.44827  0.459
N 0.39888 1.37870 -0.74892  -0.239
O -1.43026 -0.83034 -0.98469  -0.637
O 1.17756 2.48758 -0.84529  -0.516
S 2.09834 0.20281 0.61062  -0.234

Computed properties:
HOMO level ... -8.556 eV
Orbital gap ... 8.4 eV
Total charge ... 0

***

The most stable of them is C).

***

A) C3H7NO2S | the ωB97M-V functional and the def2-TZVPD basis

Each line ends with the natural charge from an NBO analysis.
Geometry (Å):
N 1.68638 0.66823 0.63673  -0.824
C 0.31686 0.53444 0.25098  -0.184
C -0.53983 -0.48448 1.03211  -0.531
S -1.99638 -0.81070 -0.00526  -0.061
C 0.23285 0.07187 -1.17699  0.815
O 1.13035 -0.70360 -1.53785  -0.577
O -0.58277 0.79876 -1.98316  -0.763
H 2.15623 -0.11326 0.30094  0.379
H 1.76467 0.86910 1.64968  0.365
H -0.11237 1.56908 0.32804  0.202
H -1.01585 0.15432 1.96327  0.235
H 0.06550 -1.38194 1.19564  0.243
H -1.50575 -1.99060 -0.54203  0.152
H -1.59989 0.81879 -2.11210  0.550

Computed properties:
HOMO level ... -9.129 eV
Orbital gap ... 9.6 eV
Total charge ... 0

***

B) C3H7NO2S | the ωB97M-V functional and the def2-TZVPD basis

Each line ends with the natural charge from an NBO analysis.
Geometry (Å):
C 2.25948 -0.50641 0.54605  -0.726
C 0.91394 -0.48985 0.06096  -0.014
C 0.47195 0.92322 -0.29950  -0.683
S 0.02320 -1.83504 -0.17117  -0.001
H 2.91454 -1.20765 0.13522  0.253
H 2.38967 -0.75881 1.57391  0.261
H 2.80467 0.41735 0.29653  0.216
H 0.87218 1.24698 -1.26874  0.245
H 0.97809 1.44724 0.58626  0.233
H -0.64838 0.92587 -0.42599  0.234
O -4.15542 0.73204 0.70908  -0.312
N -3.21261 0.12677 0.30693  0.316
O -3.28047 -0.28816 -0.94921  -0.524
H -2.33084 -0.73354 -1.10033  0.503

Computed properties:
HOMO level (alpha / beta) ... -9.134 / -9.134 eV
Orbital gap (alpha / beta) ... 8.8 / 8.7 eV
Total charge ... 0

***

The most stable of them is A).

***

A) C6H11N2O | the ωB97M-V functional and the def2-TZVPD basis

Each line ends with the natural charge from an NBO analysis.
Geometry (Å):
C -1.06543 -2.21526 -0.06967  -0.247
C -1.43908 -2.00316 1.02213  -0.251
C 1.81229 -0.03322 0.05627  0.275
C 3.04256 -0.03309 0.61969  -0.402
C -0.39504 0.95812 0.06099  0.544
C -2.59726 1.70095 -0.23071  -0.266
N 0.87962 1.05138 0.14266  -0.520
N 1.37159 -1.06626 -0.88218  -0.845
O -1.24287 1.92069 0.02218  -0.410
H -0.37017 -2.46156 -0.86297  0.258
H -2.14085 -1.73857 1.81303  0.254
H 3.65556 -0.93043 0.23271  0.241
H 3.41281 0.65290 1.42329  0.247
H -0.72876 -0.07437 -0.14850  0.237
H -2.71605 0.63699 -0.38198  0.202
H -2.90495 2.13290 -1.16407  0.220
H -3.25088 2.23212 0.54287  0.236
H 1.25732 1.98919 0.39088  0.446
H 1.49700 -0.82490 -1.83628  0.388
H 1.92258 -1.89443 -0.75035  0.394

Computed properties:
HOMO level ... -13.417 eV
Orbital gap ... 9.6 eV
Total charge ... +1

***

B) C6H11N2O | the ωB97M-V functional and the def2-TZVPD basis

Each line ends with the natural charge from an NBO analysis.
Geometry (Å):
C 0.61327 0.75936 -1.83929  -0.648
C 0.99954 0.49880 -0.47118  0.001
C 0.06643 0.39284 0.71252  0.112
N -1.30362 0.02867 0.30054  -0.437
C -2.59925 0.55254 0.66899  -0.415
C -1.00078 -1.15619 -0.26720  0.866
O -1.37378 -2.08037 -0.86802  -0.432
N 0.65340 -0.82769 0.19471  -0.306
C 1.34009 -1.87352 0.74626  -0.425
H 0.86118 -0.15901 -2.42176  0.252
H 1.21205 1.63029 -2.12972  0.265
H -0.41797 0.80642 -1.78431  0.225
H 2.06528 0.83560 -0.27446  0.254
H 0.33422 0.74036 1.69563  0.252
H -3.18611 -0.33578 0.88692  0.244
H -2.42002 1.23905 1.47232  0.235
H -3.03300 1.22270 -0.19270  0.233
H 0.76107 -2.28983 1.59958  0.239
H 1.49825 -2.65357 -0.07770  0.254
H 2.33132 -1.51298 1.01631  0.232

Computed properties:
HOMO level ... -14.784 eV
Orbital gap ... 11.9 eV
Total charge ... +1

***

C) C6H11N2O | the ωB97M-V functional and the def2-TZVPD basis

Each line ends with the natural charge from an NBO analysis.
Geometry (Å):
C -1.47918 0.41586 -0.55912  0.801
C -0.15507 -1.38714 2.04697  -0.446
C 0.92632 -0.93309 1.49497  -0.137
C 0.31108 1.56163 0.12862  -0.111
C 0.75756 0.16898 -0.30050  0.153
C 2.00744 0.01097 -1.10257  -0.659
N -0.44997 -0.35181 -0.87153  -0.584
N -2.75034 0.16339 -0.80682  -0.749
O -1.12811 1.51999 0.04625  -0.417
H -0.09878 -1.94561 2.97158  0.241
H -1.14694 -1.24692 1.64910  0.195
H 1.95968 -0.98682 1.75500  0.210
H 0.58465 1.82987 1.14962  0.241
H 0.66947 2.34394 -0.55339  0.213
H 2.24343 -1.03837 -1.25733  0.242
H 2.83976 0.48408 -0.58887  0.250
H 1.89631 0.48959 -2.07738  0.231
H -0.49004 -1.25179 -1.32354  0.446
H -3.04580 -0.68512 -1.25896  0.433
H -3.45148 0.83838 -0.54210  0.446

Computed properties:
HOMO level ... -12.961 eV
Orbital gap ... 10.0 eV
Total charge ... +1

***

The most stable of them is C).

***

A) C2H3F3N2O | the ωB97M-V functional and the def2-TZVPD basis

Each line ends with the natural charge from an NBO analysis.
Geometry (Å):
N 1.22105 -0.50753 0.39816  -0.850
C 1.02029 -1.88969 0.21943  1.070
F 0.38683 -2.23116 -1.03654  -0.395
F 2.10823 -2.62156 0.22436  -0.305
F 0.13007 -2.40878 1.06311  -0.319
H 1.58267 -0.07077 -0.47166  0.403
H 0.28016 -0.23907 0.62398  0.396
C -1.80437 2.64585 -0.44890  0.343
N -0.90318 1.81663 -0.61978  -0.150
O -1.73346 1.87257 0.63576  -0.422
H -2.28829 3.63352 -0.58793  0.230

Computed properties:
HOMO level ... -10.023 eV
Orbital gap ... 10.4 eV
Total charge ... 0

***

B) C2H3F3N2O | the ωB97M-V functional and the def2-TZVPD basis

Each line ends with the natural charge from an NBO analysis.
Geometry (Å):
C 0.02089 -0.16992 0.06738  0.018
C 1.27597 0.68744 -0.15450  0.782
N 2.92350 -0.97226 -0.40728  0.078
N -0.96734 0.55476 0.19936  -0.702
O 2.21854 0.02621 -0.93924  -0.368
F 1.81995 0.85796 1.05495  -0.327
F 1.17269 2.00193 -0.58180  -0.340
F 3.89576 -0.31013 0.38851  -0.290
H -0.83432 1.63872 0.13844  0.396
H -1.92885 0.10826 0.45773  0.417
H 2.44629 -1.40125 0.41571  0.337

Computed properties:
HOMO level ... -9.652 eV
Orbital gap ... 10.1 eV
Total charge ... 0

***

The most stable of them is A).